ORCA calculation (ωB97M-V/def2-TZVPD) on C18H30F4Li2N2O26S4 as an isolated structure at a distorted geometry.

Each line ends with the Mulliken charge.
Atoms and positions in Å:
Li 0.1825 0.0253 0.4589  1.381
Li -1.2860 0.1190 2.2796  1.689
N 0.6436 -0.3553 2.2980  0.014
S 1.7493 0.5076 3.3173  0.772
O 3.1213 0.6076 2.8993  -0.539
O 1.3167 0.6768 4.7287  -0.532
F 1.1556 1.8135 2.6278  -0.135
S 1.2935 -1.6519 2.7347  0.471
O 1.2899 -2.1535 4.0977  -0.619
O 2.3971 -2.0398 1.8924  -0.592
F 0.1714 -2.6073 2.1020  -0.269
N -1.7749 0.3690 0.4152  -0.149
S -2.2201 1.9503 -0.2640  0.543
O -3.5702 2.4992 -0.0243  -0.473
O -1.6982 2.2806 -1.5941  -0.428
F -1.1978 2.8286 0.6643  -0.237
S -3.0218 -0.2568 -0.3753  0.511
O -2.9842 -0.3555 -1.8423  -0.508
O -4.2609 -0.3321 0.3561  -0.561
F -2.5112 -1.7216 0.0676  -0.232
C 1.1126 -4.2488 -1.0249  -0.553
C -0.1796 -3.6956 -0.5127  -0.514
O 0.0192 -2.3436 -0.4961  0.590
C 0.9420 -2.0876 -1.4114  -0.193
O 1.0616 -1.0094 -1.9390  -0.210
O 1.6380 -3.1267 -1.7128  -0.374
H 0.9804 -5.0317 -1.7717  0.293
H 1.8246 -4.5839 -0.2706  0.303
H -0.4941 -4.1941 0.4041  0.254
H -0.9335 -3.8490 -1.2849  0.380
C 4.2100 0.3689 -5.1077  -0.241
C 3.6580 -0.1031 -3.7703  0.657
O 3.8990 -1.4793 -3.8622  -0.226
C 4.7073 -1.7716 -4.9277  0.598
O 5.2462 -2.8390 -5.2165  -0.605
O 4.7283 -0.7405 -5.7481  -0.329
H 4.9210 1.1912 -5.1870  0.299
H 3.3516 0.7267 -5.6763  0.067
H 2.5986 0.1304 -3.6641  -0.140
H 4.2581 0.3776 -2.9977  -0.108
C -1.0756 -0.3190 -4.9006  0.258
C -1.1643 1.1199 -4.6104  0.329
O -0.4398 1.6782 -5.7025  -0.408
C 0.3340 0.7045 -6.3855  0.630
O 1.1632 1.0047 -7.2336  -0.568
O -0.0909 -0.4843 -5.9414  -0.373
H -1.9951 -0.7032 -5.3421  0.338
H -0.8864 -0.7940 -3.9380  -0.183
H -0.6902 1.4920 -3.7022  -0.303
H -2.1921 1.4710 -4.5191  0.288
C -4.4110 2.2682 2.9445  -0.561
O -3.4557 3.3011 3.1693  -0.306
C -2.1952 2.9530 3.5600  0.600
O -1.7525 1.7733 3.5783  -0.470
O -1.5515 4.0616 3.8782  -0.388
C -0.2160 4.0808 4.1122  -0.495
H -4.7498 1.8028 3.8701  0.327
H -4.0817 1.4495 2.3046  0.156
H -5.3081 2.6828 2.4846  0.217
H 0.3607 3.9332 3.1991  0.101
H 0.1608 3.3744 4.8519  0.286
H 0.1005 5.0649 4.4579  0.306
C -3.9847 -3.3767 2.2995  -0.374
O -3.6960 -3.3058 3.6872  -0.395
C -2.9339 -2.2561 4.1768  0.429
O -2.5180 -1.2685 3.5525  -0.263
O -2.5643 -2.6205 5.4146  -0.364
C -1.5611 -1.9532 6.1246  -0.352
H -3.2051 -3.6728 1.5977  0.068
H -4.4236 -2.4080 2.0608  0.259
H -4.6954 -4.2021 2.2579  0.273
H -0.7107 -1.7057 5.4892  0.037
H -1.2958 -2.4870 7.0372  0.273
H -1.9063 -1.0230 6.5758  0.285
C 1.3607 3.9865 -1.5400  -0.382
O 2.5137 3.1968 -1.4850  -0.353
C 2.4954 2.0264 -0.7835  0.286
O 1.5287 1.2973 -0.3737  0.455
O 3.7020 1.5268 -0.8674  -0.477
C 4.0842 0.2324 -0.4251  -0.459
H 1.5956 4.9586 -1.9735  0.276
H 0.9363 4.0970 -0.5422  0.187
H 0.5673 3.5300 -2.1319  0.089
H 3.3048 -0.4372 -0.7887  0.056
H 4.1861 0.2365 0.6601  0.271
H 5.0119 -0.1817 -0.8200  0.343

Values from the calculation:
E_LUMO: -1.711 eV
E_tot: -4776.90888 Ha
HOMO-LUMO gap: 8.83 eV
highest occupied orbital energy: -10.544 eV
total charge: 0
2S+1: 1
relative energy (zero: lowest compared OMol25 entry of this formula, charge and spin): 0.0 kJ/mol